The following is a DFT calculation (wB97M-V/def2-TZVPD) of a structure of composition C20H19MgN4OS2.

Each line ends with the natural charge from an NBO analysis.
Cartesian coordinates (Å):
Mg1 0.96 0.55 -0.02  1.722
C1 1.70 1.09 4.17  -0.688
C2 1.15 0.98 2.79  0.228
N1 1.88 0.78 1.75  -0.415
N2 3.23 0.68 1.87  -0.449
C3 3.85 0.72 0.70  0.324
N3 5.18 0.58 0.76  -0.768
S1 3.17 0.97 -0.90  -0.551
C4 -0.30 1.14 2.50  0.181
C5 -1.24 1.34 3.50  -0.227
C6 -2.57 1.50 3.16  -0.117
C7 -2.95 1.46 1.83  -0.249
C8 -1.97 1.25 0.89  0.072
N4 -0.68 1.09 1.20  -0.600
H1 2.74 1.40 4.11  0.267
H2 1.67 0.12 4.67  0.248
H3 1.15 1.80 4.78  0.227
H4 5.62 0.53 1.66  0.413
H5 5.74 0.71 -0.07  0.412
H6 -0.93 1.36 4.53  0.239
H7 -3.31 1.67 3.94  0.238
H8 -3.99 1.58 1.54  0.243
H9 -2.22 1.19 -0.17  0.207
O1 0.36 -1.11 -0.67  -1.137
S2 -0.24 -2.12 -1.63  1.291
C9 1.06 -3.29 -1.96  -0.201
C10 2.38 -2.88 -2.01  -0.233
C11 3.35 -3.83 -2.30  -0.181
C12 2.98 -5.15 -2.54  -0.175
C13 1.64 -5.54 -2.49  -0.197
C14 0.67 -4.60 -2.18  -0.226
C15 -0.33 -1.29 -3.20  -0.193
C16 0.60 -0.31 -3.54  -0.253
C17 0.51 0.29 -4.78  -0.179
C18 -0.50 -0.08 -5.67  -0.179
C19 -1.42 -1.06 -5.31  -0.191
C20 -1.34 -1.67 -4.06  -0.231
H10 2.66 -1.86 -1.80  0.245
H11 4.39 -3.54 -2.34  0.229
H12 3.74 -5.89 -2.77  0.231
H13 1.36 -6.57 -2.67  0.232
H14 -0.38 -4.89 -2.12  0.229
H15 1.40 -0.04 -2.86  0.230
H16 1.23 1.05 -5.06  0.232
H17 -0.56 0.39 -6.64  0.232
H18 -2.20 -1.35 -6.00  0.233
H19 -2.06 -2.42 -3.77  0.230

- electronic energy (eV) = -56169.0265
- energy relative to the best compared isomer or geometry (same formula, charge and spin) (kcal/mol) = 4.2
- largest force on an atom (eV/A) = 0.5
- net charge = +1
- E_HOMO (eV) = -10.83

***

The following is a DFT calculation (wB97M-V/def2-TZVPD) of a structure of composition C20H19MnOP.

Each line ends with the natural charge from an NBO analysis.
Cartesian coordinates (Å):
Mn1 0.16 0.96 -2.53  0.738
C1 0.25 0.94 -4.67  -0.894
H1 1.24 1.00 -4.17  0.195
H2 0.26 0.04 -5.30  0.270
H3 0.14 1.84 -5.26  0.249
H4 -0.69 0.83 -3.95  0.171
H5 -1.39 0.12 -2.94  0.050
O1 -0.92 -1.90 -2.63  -0.622
C2 -1.31 -0.81 -2.19  0.006
C3 -2.06 -0.63 -0.93  -0.103
C4 -3.25 -1.32 -0.72  -0.145
C5 -4.12 -0.89 0.27  -0.225
C6 -3.85 0.29 0.99  -0.249
C7 -2.63 0.97 0.78  -0.199
C8 -1.64 0.37 -0.01  -0.390
P1 0.13 0.83 -0.15  0.782
C9 0.77 1.63 1.36  -0.377
C10 2.17 1.74 1.49  -0.181
C11 2.76 2.06 2.71  -0.210
C12 1.94 2.36 3.81  -0.201
C13 0.55 2.35 3.67  -0.228
C14 -0.03 1.98 2.46  -0.141
C15 1.02 -0.78 -0.02  -0.327
C16 0.62 -1.71 0.94  -0.144
C17 1.25 -2.96 1.03  -0.214
C18 2.28 -3.28 0.13  -0.199
C19 2.70 -2.34 -0.82  -0.205
C20 2.09 -1.08 -0.89  -0.217
H6 -3.48 -2.19 -1.34  0.221
H7 -5.05 -1.44 0.47  0.213
H8 -4.59 0.70 1.68  0.214
H9 -2.51 1.98 1.19  0.208
H10 2.81 1.50 0.64  0.219
H11 3.84 2.07 2.81  0.219
H12 2.39 2.61 4.77  0.216
H13 -0.10 2.62 4.52  0.217
H14 -1.11 1.92 2.39  0.209
H15 -0.20 -1.48 1.63  0.217
H16 0.93 -3.68 1.77  0.217
H17 2.76 -4.26 0.17  0.217
H18 3.50 -2.58 -1.52  0.216
H19 2.42 -0.36 -1.64  0.208

- electronic energy (eV) = -63699.2204
- expectation value of S² = 8.82
- spin multiplicity = 6
- largest force on an atom (eV/A) = 2.4
- net charge = 0
- E_HOMO (spin up / spin down) (eV) = -4.82 / -6.72

***

The following is a DFT calculation (wB97M-V/def2-TZVPD) of a structure of composition C20H19N2O7RhS.

Each line ends with the natural charge from an NBO analysis.
Cartesian coordinates (Å):
Rh1 1.09 -1.42 -1.93  1.161
O1 2.24 -0.96 1.69  -0.630
C1 2.20 -0.93 0.48  0.810
O2 2.17 -2.02 -0.27  -0.758
C2 2.44 0.43 -0.26  -0.383
C3 3.50 0.14 -1.32  0.093
C4 4.31 1.36 -1.72  -0.432
C5 3.27 2.19 -2.49  -0.434
C6 2.05 1.28 -2.48  0.080
O3 2.63 -0.08 -2.49  -0.537
C7 1.34 1.21 -1.13  -0.315
C8 -0.06 0.54 -1.40  0.624
O4 -1.15 1.52 -1.33  -0.744
O5 -0.21 0.02 -2.66  -0.754
H1 2.81 1.10 0.51  0.246
H2 4.07 -0.77 -1.14  0.238
H3 5.14 1.08 -2.35  0.222
H4 4.71 1.86 -0.84  0.226
H5 3.59 2.39 -3.51  0.224
H6 3.03 3.14 -2.01  0.230
H7 1.38 1.38 -3.32  0.259
H8 1.21 2.20 -0.71  0.276
C9 -2.03 -0.91 4.63  -0.632
C10 -1.89 0.03 3.46  0.011
C11 -3.01 0.50 2.78  -0.221
C12 -2.89 1.31 1.67  -0.216
C13 -1.62 1.68 1.25  -0.320
C14 -0.49 1.26 1.93  -0.170
C15 -0.63 0.43 3.03  -0.197
S1 -1.46 2.62 -0.23  2.407
O6 -2.74 3.13 -0.59  -0.919
O7 -0.34 3.51 -0.09  -0.943
N1 -0.11 -0.59 -0.49  -0.444
C16 -1.08 -1.57 -0.74  0.399
C17 -2.40 -1.65 -0.32  -0.252
C18 -3.09 -2.79 -0.69  -0.125
C19 -2.48 -3.78 -1.45  -0.265
C20 -1.17 -3.61 -1.85  0.067
N2 -0.51 -2.52 -1.47  -0.409
H9 -2.97 -0.75 5.15  0.217
H10 -1.21 -0.78 5.34  0.224
H11 -2.01 -1.94 4.29  0.227
H12 -4.00 0.22 3.13  0.214
H13 -3.75 1.68 1.14  0.248
H14 0.50 1.56 1.60  0.234
H15 0.26 0.06 3.53  0.237
H16 -2.84 -0.86 0.27  0.251
H17 -4.13 -2.91 -0.38  0.227
H18 -3.02 -4.67 -1.74  0.232
H19 -0.64 -4.33 -2.45  0.217

- electronic energy (eV) = -52202.0151
- energy relative to the best compared isomer or geometry (same formula, charge and spin) (kcal/mol) = 15.1
- largest force on an atom (eV/A) = 1.4
- net charge = 0
- E_HOMO (eV) = -9.19